The following is a DFT calculation (ωB97M-V/def2-TZVPD) of the molecule C5H9N in a non-equilibrium geometry.

```
15
C5H9N | the Open Molecules 2025 dataset | ωB97M-V/def2-TZVPD
N 0.254 0.314 -0.434
C 0.967 -1.404 2.125
C -0.175 -0.994 1.607
C -0.343 0.879 -1.563
C -0.379 -0.911 0.127
C -0.100 2.114 -1.995
H 0.641 2.787 -1.582
H 1.848 -1.575 1.518
H -0.648 2.423 -2.882
H -1.041 0.274 -2.124
H 1.072 -1.578 3.191
H -1.443 -0.866 -0.114
H 0.025 -1.756 -0.432
H 0.320 1.010 0.296
H -0.998 -0.716 2.260
```

The calculation puts the energy at -6819.2930 eV. The value obtained for the relative energy (zero: lowest compared OMol25 entry of this formula, charge and spin) is 1.702 eV. Its SMILES is C=CCNC=C. The charge is 0.